(A)
9
Properties=species:S:1:pos:R:3 method="wB97M-V/def2-TZVPD" charge=0 homo_lumo_gap_ev=8.45
S 0.294 1.195 1.862
C -0.092 0.026 0.876
C 0.435 0.094 -0.494
C 0.847 -1.264 -1.110
S -0.865 -0.528 -1.442
H -0.424 -0.931 1.165
H 0.828 0.868 -1.136
H 0.298 -2.061 -0.299
H 1.294 -1.680 -2.089

=====

(B)
9
Properties=species:S:1:pos:R:3 method="wB97M-V/def2-TZVPD" charge=0 homo_lumo_gap_ev=8.37
C -1.599 0.299 -0.248
C -0.553 -0.349 0.170
S 0.859 0.822 0.351
C 2.768 0.660 0.170
S 3.703 -0.435 -0.409
H -2.555 -0.145 -0.321
H -1.429 1.346 -0.525
H -0.443 -1.517 0.338
H 2.838 1.715 0.438

=====

If we sort the structures by their calculated energies, the order from most to least stable is (B), (A).

=====

(A)
9
Properties=species:S:1:pos:R:3 method="wB97M-V/def2-TZVPD" charge=0 homo_lumo_gap_ev=8.25
C -0.890 -0.756 -0.348
C 0.152 -0.654 0.381
C 1.055 0.515 0.154
S 2.666 0.187 -0.150
S 0.312 2.071 -0.017
H -1.495 -1.590 -0.401
H -1.264 0.005 -0.978
H 0.393 -1.514 1.042
H -0.929 1.736 0.317

=====

(B)
9
Properties=species:S:1:pos:R:3 method="wB97M-V/def2-TZVPD" charge=0 homo_lumo_gap_ev=7.56
C 0.206 -1.051 0.079
C 0.266 0.535 0.496
C 0.160 1.561 -0.462
S -1.647 -1.348 -0.177
S -1.415 1.136 0.155
H 0.796 -1.464 -0.801
H 0.474 -1.644 0.858
H 0.703 0.770 1.383
H 0.457 1.505 -1.532

=====

(C)
9
Properties=species:S:1:pos:R:3 method="wB97M-V/def2-TZVPD" charge=0 homo_lumo_gap_ev=9.48
C 1.914 -0.273 0.789
C 1.161 0.186 0.022
C 0.132 0.726 -0.712
S -1.298 0.765 0.664
S -2.504 -0.669 -0.216
H 2.498 -0.720 1.619
H -0.196 0.110 -1.503
H 0.349 1.760 -0.994
H -2.057 -1.884 0.332

=====

If we sort the structures by their calculated energies, the order from most to least stable is (A), (C), (B).